(1)
{
  "formula": "C25H21BrN6O3OsS",
  "method": "ωB97M-V/def2-TZVPD",
  "symbols": ["H", "C", "C", "H", "H", "N", "C", "C", "C", "N", "O", "C", "O", "C", "Os", "N", "N", "C", "H", "H", "C", "H", "C", "H", "H", "C", "O", "H", "C", "C", "H", "H", "C", "C", "C", "S", "H", "C", "H", "C", "C", "H", "Br", "C", "N", "H", "N", "H", "H", "H", "C", "C", "H", "H", "C", "C", "C", "H"],
  "positions_angstrom": [[6.179, 0.330, 0.003], [4.054, 0.026, 0.126], [2.650, 2.012, -0.143], [-5.330, -0.032, 0.171], [-1.859, -1.556, 4.457], [-2.093, 0.793, 0.101], [-0.536, -0.863, 2.899], [-4.463, 0.609, 0.102], [1.413, 2.688, -0.191], [-1.377, -3.002, 2.977], [-0.179, 0.255, 3.153], [-1.955, -4.263, 3.396], [-0.045, -1.903, -1.017], [-3.443, 2.781, -0.171], [-0.124, 0.111, 0.109], [0.178, 2.111, -0.058], [-1.446, -3.386, 0.667], [-3.482, 4.181, -0.360], [-4.437, 4.682, -0.433], [3.155, -3.846, -3.354], [-0.967, 2.871, -0.169], [1.437, 3.753, -0.362], [-2.189, 2.144, -0.079], [-0.168, 4.857, -0.438], [3.192, -1.950, -5.002], [-1.052, 4.245, -0.360], [1.724, -0.181, 0.230], [-3.036, -4.284, 3.245], [5.202, 0.789, -0.041], [2.810, 0.626, 0.074], [-1.816, -4.311, 0.798], [1.687, -0.017, -4.649], [-3.191, 0.051, 0.185], [5.072, 2.154, -0.263], [3.837, 2.761, -0.314], [-0.262, 0.478, -2.547], [-3.047, -1.015, 0.304], [-1.151, -2.628, 1.716], [3.765, 3.827, -0.486], [-1.012, -1.924, 3.876], [1.678, -0.863, -3.978], [1.543, -3.689, -1.426], [6.625, 3.203, -0.501], [0.787, -0.821, -2.891], [0.791, -1.891, -2.057], [-2.326, 5.945, -0.594], [-0.622, -1.389, 1.608], [-0.206, -2.207, 4.555], [4.116, -1.038, 0.304], [-1.019, -3.117, -0.223], [1.630, -2.941, -2.198], [-2.303, 4.873, -0.449], [-1.491, -5.095, 2.865], [-1.749, -4.400, 4.455], [-4.588, 1.966, -0.073], [2.497, -2.998, -3.251], [2.512, -1.934, -4.162], [-5.567, 2.422, -0.141]],
  "nbo_charge": [0.236, -0.222, -0.088, 0.240, 0.243, -0.516, 0.669, -0.265, 0.019, -0.376, -0.538, -0.421, -0.664, -0.086, 1.704, -0.574, -0.782, -0.234, 0.227, 0.243, 0.117, 0.199, 0.233, 0.224, 0.238, -0.248, -0.631, 0.216, -0.229, 0.261, 0.412, 0.249, 0.076, -0.096, -0.204, -0.095, 0.211, 0.679, 0.228, -0.320, -0.234, 0.229, 0.081, 0.043, -0.008, 0.230, -0.714, 0.246, 0.227, 0.463, 0.041, -0.153, 0.215, 0.239, -0.077, -0.256, -0.139, 0.233],
  "lumo_ev": [-2.983, -4.426],
  "homo_ev": [-8.20, -10.46],
  "orbital_gap_ha": [0.1918, 0.2219],
  "charge": 1,
  "spin_multiplicity": 6
}



(2)
{
  "formula": "C25H21CdN3OS5",
  "method": "ωB97M-V/def2-TZVPD",
  "symbols": ["C", "C", "S", "C", "H", "H", "S", "C", "H", "H", "C", "H", "C", "H", "C", "H", "H", "H", "H", "H", "N", "H", "H", "C", "C", "S", "N", "H", "C", "Cd", "C", "H", "H", "C", "H", "C", "H", "C", "C", "C", "H", "H", "C", "C", "O", "N", "C", "H", "C", "C", "C", "C", "S", "C", "C", "S"],
  "positions_angstrom": [[3.143, 1.833, 1.531], [1.521, -2.136, 3.416], [1.443, -0.910, -5.844], [0.729, 0.416, -6.747], [2.464, 4.506, -0.895], [1.670, -3.210, -0.383], [-1.143, 5.288, 2.250], [-3.145, -2.230, -1.071], [2.692, -2.883, 1.783], [-0.057, 0.804, 1.846], [-1.964, -2.059, -0.337], [1.634, 2.090, 3.041], [0.246, -1.850, 3.882], [-2.521, 3.255, -0.374], [1.489, 4.357, -0.471], [0.099, -1.421, 4.865], [-1.964, 2.682, 1.220], [-2.830, -4.100, 2.272], [-1.387, 1.879, -0.273], [2.388, -1.930, 4.032], [0.815, -3.505, 0.068], [1.501, 5.799, 1.127], [0.035, -3.403, -0.568], [0.525, 3.472, -0.778], [0.915, 0.934, 1.376], [0.968, -1.855, -3.080], [-0.517, 3.676, 0.114], [2.694, 0.138, -1.366], [-4.085, -3.715, 0.572], [-0.360, -0.704, -1.101], [0.572, -0.690, -4.321], [3.899, 2.398, 2.068], [-1.840, -1.827, 3.377], [1.154, 0.373, 0.114], [4.419, 1.384, -0.139], [0.605, -2.909, 1.312], [0.462, 2.701, -1.529], [3.429, 1.266, 0.294], [-2.930, -3.572, 1.328], [-1.887, -2.756, 0.884], [-4.891, -4.352, 0.921], [-5.087, -3.140, -1.239], [-0.689, -2.594, 1.761], [1.876, 1.660, 2.074], [1.004, 0.691, -7.899], [1.019, 5.086, 0.613], [-4.190, -3.038, -0.635], [-3.250, -1.706, -2.017], [-0.839, -2.082, 3.047], [-1.687, 2.821, 0.178], [-0.299, 0.340, -4.285], [1.695, -2.667, 2.151], [-0.428, 1.299, -5.764], [2.448, 0.558, -0.393], [-0.216, 4.669, 0.980], [-1.348, 0.867, -2.986]],
  "nbo_charge": [-0.266, -0.204, 0.294, 0.158, 0.220, 0.384, -0.428, -0.253, 0.200, 0.195, -0.547, 0.196, -0.262, 0.206, -0.098, 0.194, 0.227, 0.191, 0.238, 0.196, -0.823, 0.418, 0.404, -0.046, -0.276, -0.538, -0.356, 0.202, -0.256, 1.468, -0.394, 0.185, 0.203, -0.552, 0.186, 0.173, 0.275, -0.269, -0.255, -0.018, 0.186, 0.188, -0.029, -0.237, -0.642, -0.540, -0.243, 0.213, -0.221, -0.405, -0.401, -0.260, 0.294, -0.206, 0.266, -0.537],
  "lumo_ev": 4.352,
  "homo_ev": -1.23,
  "orbital_gap_ha": 0.2049,
  "charge": -2
}



(3)
{
  "formula": "C25H21ClIN3O6Os",
  "method": "ωB97M-V/def2-TZVPD",
  "symbols": ["C", "H", "H", "C", "H", "C", "C", "H", "C", "C", "H", "H", "C", "N", "H", "C", "O", "H", "H", "I", "H", "H", "Os", "C", "O", "C", "H", "H", "N", "Cl", "C", "N", "O", "H", "H", "C", "O", "H", "C", "O", "C", "C", "C", "C", "C", "H", "C", "C", "H", "C", "H", "C", "C", "H", "C", "H", "C", "O"],
  "positions_angstrom": [[1.139, 0.397, -2.643], [-1.099, -1.393, -2.641], [-2.265, -1.712, 4.270], [-3.262, -2.895, 2.786], [3.418, -2.384, 1.938], [0.575, 2.293, 0.332], [3.313, 0.207, 1.328], [3.428, 0.864, 3.914], [-3.208, 1.251, -2.900], [-2.452, 0.154, -3.284], [0.582, 4.920, -1.799], [1.026, -1.754, 2.193], [2.448, 0.446, 3.690], [-0.914, -0.828, -0.042], [-3.856, -3.446, 3.503], [-1.594, -1.230, 2.296], [1.240, -2.743, -0.008], [0.460, 2.028, 1.376], [-4.112, -3.881, 1.078], [1.441, -1.052, -5.246], [1.764, 1.270, 3.481], [-3.832, 2.490, -1.260], [0.971, -0.730, -0.088], [-3.235, 1.641, -1.567], [1.195, -0.791, 2.042], [0.925, 1.551, -1.836], [-2.433, -0.162, -4.319], [-0.933, -0.448, 2.630], [1.150, -3.288, 1.196], [0.898, 4.566, -4.478], [0.634, 3.902, -1.438], [0.778, 1.303, -0.505], [4.273, 0.906, 1.539], [-3.781, 1.799, -3.637], [0.341, 4.412, 0.615], [3.314, -1.751, 2.817], [2.861, -0.098, 0.138], [2.801, -2.309, 3.603], [0.981, 2.988, -3.759], [1.175, -0.782, -2.061], [0.847, 2.852, -2.358], [-2.365, -1.932, 3.214], [2.563, -0.467, 2.491], [-3.406, -3.138, 1.426], [1.166, 1.889, -4.549], [2.081, -0.105, 4.556], [-2.500, 0.940, -0.625], [-1.717, -1.497, 0.940], [-2.757, -2.631, -0.555], [1.238, 0.594, -4.002], [1.252, 2.016, -5.619], [-1.702, -0.545, -2.347], [0.500, 3.624, -0.107], [4.309, -1.486, 3.173], [-2.648, -2.438, 0.505], [-2.520, 1.229, 0.420], [-1.718, -0.140, -1.021], [1.225, -4.473, 1.203]],
  "nbo_charge": [0.371, 0.247, 0.215, -0.214, 0.233, 0.082, 0.764, 0.249, -0.212, -0.191, 0.238, 0.522, -0.619, -0.474, 0.218, -0.268, -0.538, 0.212, 0.220, 0.189, 0.209, 0.218, 1.456, -0.206, -0.748, 0.084, 0.223, 0.230, 0.290, 0.007, -0.120, -0.396, -0.594, 0.219, 0.233, -0.638, -0.701, 0.218, -0.074, -0.659, -0.024, -0.189, 0.145, -0.191, -0.211, 0.212, -0.247, 0.195, 0.228, -0.246, 0.243, -0.255, -0.255, 0.244, -0.241, 0.219, 0.195, -0.318],
  "lumo_ev": -1.301,
  "homo_ev": -7.97,
  "orbital_gap_ha": 0.2449
}



(4)
{
  "formula": "C25H21ClN2O4",
  "method": "ωB97M-V/def2-TZVPD",
  "symbols": ["C", "C", "C", "H", "H", "H", "C", "O", "C", "N", "C", "H", "C", "H", "C", "H", "H", "C", "H", "H", "H", "H", "C", "H", "C", "N", "H", "O", "H", "C", "C", "C", "O", "H", "C", "C", "H", "C", "H", "C", "Cl", "H", "C", "C", "C", "C", "H", "H", "C", "C", "H", "O", "C"],
  "positions_angstrom": [[7.076, -0.946, 0.571], [4.519, 0.175, 0.536], [-1.934, 1.982, -0.324], [5.458, 1.905, 1.379], [-2.492, -2.064, 1.779], [3.027, 1.516, 1.332], [6.877, 0.346, 1.031], [3.208, -0.138, -2.405], [-1.024, -1.378, -1.191], [1.324, -1.174, -1.742], [-6.486, -1.421, 1.253], [-3.852, 0.988, 2.863], [-3.322, 1.264, 1.965], [-3.849, 2.369, -1.180], [-2.030, -1.585, -0.254], [-5.094, 1.730, 0.845], [-1.299, -1.121, -2.203], [3.208, 0.803, 0.542], [-7.539, -1.275, 1.031], [1.252, -1.583, -2.665], [6.144, -2.696, -0.235], [-0.115, -2.283, 2.440], [5.997, -1.683, 0.111], [-6.019, -2.259, -0.692], [-3.434, -1.386, -0.691], [0.939, 1.127, -0.224], [3.897, -1.725, -0.250], [0.791, 1.340, 2.029], [-6.363, -2.362, 1.783], [5.611, 0.897, 1.023], [2.220, 0.563, -0.331], [-5.691, -1.442, -0.039], [-3.751, -1.017, -1.797], [8.065, -1.379, 0.579], [-4.016, 1.676, 0.839], [-1.215, 1.556, 0.793], [-1.381, 0.900, 2.800], [2.349, -0.281, -1.565], [-5.793, -0.502, -0.593], [0.629, -1.805, 0.501], [-1.182, 2.517, -1.797], [0.409, 1.177, -1.084], [-1.705, -1.911, 1.059], [-1.945, 1.212, 1.933], [0.309, -1.466, -0.812], [-0.376, -2.027, 1.425], [1.664, -1.878, 0.798], [7.713, 0.923, 1.399], [-3.320, 2.039, -0.299], [0.267, 1.366, 0.935], [-6.140, -0.615, 1.893], [-4.313, -1.637, 0.282], [4.731, -1.131, 0.095]],
  "nbo_charge": [-0.208, -0.087, -0.004, 0.210, 0.233, 0.244, -0.211, -0.570, -0.219, -0.633, -0.623, 0.219, -0.237, 0.235, -0.091, 0.219, 0.243, -0.162, 0.219, 0.417, 0.212, 0.224, -0.226, 0.189, 0.776, -0.623, 0.191, -0.600, 0.215, -0.180, 0.050, -0.070, -0.600, 0.213, -0.188, -0.197, 0.238, 0.641, 0.195, -0.201, 0.018, 0.418, -0.190, -0.092, 0.138, -0.204, 0.231, 0.213, -0.233, 0.678, 0.208, -0.514, -0.124],
  "lumo_ev": 0.095,
  "homo_ev": -8.24,
  "orbital_gap_ha": 0.3063
}



For the records above, the corresponding energy relative to the best compared isomer or geometry (same formula, charge and spin) values read 0.374, 0.000, 0.000, 0.579 eV.
For the records above, the corresponding max |F| values read 0.0108, 0.0049, 0.0118, 0.0154 hartree/bohr.